Entry from OMol25: a structure of composition CH24LiO15 at a distorted geometry (ωB97M-V with the def2-TZVPD basis set).

Atoms and positions in Å:
Li  0.553  0.021  -2.394
C  0.098  0.183  -0.163
O  -0.434  0.137  1.064
O  0.302  1.265  -0.721
O  -0.015  -0.969  -0.722
O  -0.878  2.742  1.564
H  -1.552  2.357  2.121
H  -0.572  2.000  1.023
O  2.109  1.178  1.903
H  2.201  2.151  1.940
H  1.278  1.003  1.463
O  -0.331  0.312  3.586
H  -0.333  0.336  2.644
H  0.549  -0.058  3.821
O  -0.417  -3.191  -1.805
H  -0.251  -2.290  -1.684
H  0.484  -3.572  -1.897
O  3.106  1.663  -1.269
H  2.316  1.739  -0.748
H  3.599  0.970  -0.790
O  0.808  3.916  -1.171
H  0.659  2.980  -1.175
H  0.038  4.262  -0.682
O  -2.693  -0.985  -1.063
H  -2.884  -0.665  -0.186
H  -1.733  -0.956  -0.944
O  2.015  -1.296  -2.875
H  1.592  -1.762  -3.569
H  2.716  -1.816  -2.523
O  1.520  -2.915  0.203
H  0.994  -2.142  -0.092
H  0.875  -3.435  0.624
O  -1.930  1.684  -2.210
H  -2.610  1.489  -1.577
H  -1.162  1.702  -1.649
O  -0.939  -2.500  1.670
H  -0.815  -1.655  1.219
H  -0.277  -2.442  2.342
O  -2.888  -0.270  1.411
H  -1.948  -0.116  1.490
H  -3.150  -1.053  1.822

Its spin multiplicity is 1. The total charge is -1. Its energy relative to the best compared isomer or geometry (same formula, charge and spin) is 8.7 kcal/mol. As for the frontier orbital gap: 0.322 hartree. The HOMO energy comes out at -0.2577 Ha. The total energy comes out at -32349.2547 eV.